{
  "formula": "C5H8O2",
  "method": "ωB97M-V with the def2-TZVPD basis set",
  "species": ["C", "C", "C", "C", "C", "H", "H", "H", "H", "H", "H", "H", "H", "O", "O"],
  "positions_angstrom": [[-2.2443, 0.3587, -0.3801], [-1.5329, -0.6418, 0.0751], [-0.1714, -0.5032, 0.7511], [1.1799, 0.9973, -0.0815], [1.7640, -0.4028, -0.4448], [-3.3412, 0.1070, -0.6610], [-1.9146, 1.4018, -0.2831], [-1.9119, -1.7185, 0.2164], [-0.2016, -0.9296, 1.7732], [0.6595, 1.5142, -1.0184], [2.0361, 1.5622, 0.4173], [2.0372, -0.5323, -1.5556], [2.5903, -0.7275, 0.1849], [0.2656, 0.7621, 0.9318], [0.7852, -1.2476, 0.0747]],
  "atomic_forces_ev_per_a": [[-2.682, -0.082, -0.117], [0.635, -2.024, 1.457], [-1.862, -1.995, 1.218], [1.988, 1.542, -1.612], [0.406, 0.467, -0.406], [2.050, 0.874, 0.140], [-0.156, -0.527, -0.308], [0.362, 1.769, -0.751], [-0.564, -0.104, -0.323], [1.353, -0.842, 1.905], [-1.263, 0.044, -1.241], [-0.790, 0.046, 1.586], [0.964, 0.915, -0.419], [0.312, 1.286, -0.033], [-0.753, -1.371, -1.096]],
  "mulliken_charge": [-0.589, -0.383, 0.367, -0.299, -0.291, 0.224, 0.268, 0.245, 0.255, 0.256, 0.271, 0.235, 0.242, -0.393, -0.408],
  "total_energy_ha": -345.708541,
  "e_above_lowest_ev": 2.624,
  "lumo_ev": 0.97,
  "gap_ev": 10.57,
  "charge": 0,
  "smiles": "C=CC1OCCO1",
  "max_force_ha_per_bohr": 0.058
}